1.
Molecular formula: C36H35N2O4SbTm
Method: DFT, ωB97M-V with the def2-TZVPD basis set

```
79
Properties=species:S:1:pos:R:3:mulliken_spin:R:1
Tm -1.418 -0.794 -0.841 2.04
O -1.247 -1.959 4.930 0.00
C -0.999 -0.668 4.718 0.00
C -0.691 0.145 5.886 0.00
C -0.485 1.506 5.692 0.00
C -0.577 2.133 4.434 0.00
C -0.915 1.369 3.367 0.00
C -1.098 0.005 3.444 0.00
C -1.342 -0.677 2.198 0.00
O -1.496 0.051 1.125 -0.01
N -1.470 -2.026 2.170 0.00
N -1.641 -2.426 0.840 0.00
C -2.111 -3.583 0.651 0.00
C -2.609 -4.222 -0.582 0.00
C -3.198 -5.484 -0.509 0.00
C -3.819 -6.036 -1.615 0.00
C -3.813 -5.352 -2.847 0.00
C -3.128 -4.185 -2.950 0.00
C -2.491 -3.614 -1.847 0.00
O -1.847 -2.457 -1.958 -0.01
H -1.563 -2.271 4.040 0.00
H -0.599 -0.277 6.874 0.00
H -0.278 2.107 6.516 0.00
H -0.417 3.236 4.410 0.00
H -1.133 1.917 2.439 0.00
H -2.171 -4.278 1.482 0.00
H -3.236 -5.909 0.467 0.00
H -4.292 -6.999 -1.522 0.00
H -4.290 -5.782 -3.709 0.00
H -2.967 -3.707 -3.905 0.00
C -1.016 2.402 -3.706 0.00
C -2.092 1.362 -3.396 0.00
O -2.212 1.044 -1.952 -0.01
C -3.217 1.941 -1.283 0.00
C -4.587 1.368 -1.617 0.00
H -1.213 2.726 -4.758 0.00
H -0.038 1.952 -3.625 0.00
H -1.134 3.391 -3.253 0.00
H -2.042 0.412 -3.917 0.00
H -3.093 1.718 -3.680 0.00
H -3.019 2.921 -1.775 0.00
H -2.935 1.851 -0.249 0.00
H -4.757 1.304 -2.717 0.00
H -5.382 2.028 -1.219 0.00
H -4.783 0.398 -1.132 0.00
C 2.685 0.473 4.149 0.00
C 3.046 1.600 3.384 0.00
C 2.744 1.674 2.020 0.00
C 2.090 0.611 1.447 0.00
C 1.738 -0.493 2.200 0.00
C 2.033 -0.596 3.547 0.00
Sb 1.593 0.528 -0.641 -0.01
C 1.938 2.505 -1.149 0.00
C 1.171 3.464 -0.475 0.00
C 1.500 4.794 -0.477 0.00
C 2.610 5.216 -1.230 0.00
C 3.414 4.295 -1.844 0.00
C 3.118 2.928 -1.762 0.00
C 3.023 -0.707 -1.496 0.00
C 4.245 -0.955 -0.923 0.00
C 5.141 -1.779 -1.572 0.00
C 4.794 -2.336 -2.782 0.00
C 3.567 -2.067 -3.398 0.00
C 2.656 -1.282 -2.698 0.00
H 2.950 0.470 5.174 0.00
H 3.583 2.402 3.885 0.00
H 3.002 2.606 1.466 0.00
H 1.244 -1.325 1.684 0.00
H 1.729 -1.456 4.087 0.00
H 0.259 3.202 0.076 0.00
H 0.935 5.465 0.177 0.00
H 2.844 6.268 -1.376 0.00
H 4.348 4.647 -2.334 0.00
H 3.738 2.207 -2.297 0.00
H 4.460 -0.505 0.061 0.00
H 6.173 -1.940 -1.229 0.00
H 5.529 -2.918 -3.310 0.00
H 3.299 -2.416 -4.384 0.00
H 1.665 -1.160 -3.099 0.00
```

Computed properties:
- multiplicity = 3
- orbital gap (alpha / beta) (eV) = 7.44 / 7.47
- charge = +1
- energy relative to the best compared isomer or geometry (same formula, charge and spin) (eV) = 0.0000

***

2.
Molecular formula: C36H35N5O12Re
Method: DFT, ωB97M-V with the def2-TZVPD basis set

```
89
Properties=species:S:1:pos:R:3:mulliken_spin:R:1
Re -0.566 -0.192 0.058 0.76
O -4.641 -0.406 0.980 0.00
C -3.541 0.071 0.831 0.00
O -2.453 -0.651 0.700 0.02
C -3.341 1.588 0.870 0.00
C -2.151 1.916 1.769 0.01
C -2.103 3.390 2.144 0.00
C -1.683 4.041 0.803 0.00
C -1.532 2.827 -0.105 0.00
O -1.045 1.809 0.824 0.07
C -2.893 2.239 -0.485 0.01
C -2.690 1.242 -1.618 0.00
O -3.435 1.187 -2.564 0.00
O -1.604 0.507 -1.515 0.02
H -4.267 2.026 1.234 0.00
H -1.992 1.207 2.575 0.00
H -3.063 3.742 2.516 0.00
H -1.353 3.564 2.916 0.00
H -2.433 4.725 0.409 0.00
H -0.742 4.581 0.897 0.00
H -0.824 2.919 -0.924 0.00
H -3.603 2.992 -0.819 0.00
C 5.583 0.535 -4.794 0.00
O 4.600 -0.095 -3.992 0.00
C 4.924 -1.271 -3.393 0.00
C 6.150 -1.913 -3.504 0.00
C 6.356 -3.122 -2.852 0.00
C 5.354 -3.705 -2.113 0.00
C 4.112 -3.067 -2.023 0.00
C 3.910 -1.851 -2.630 0.00
N 2.677 -1.154 -2.563 0.00
C 2.034 -0.755 -1.445 -0.01
N 2.446 -1.260 -0.247 -0.01
C 2.366 -0.385 0.872 -0.07
C 1.213 0.329 1.163 0.13
C 1.315 1.271 2.196 0.00
C 2.484 1.442 2.913 0.00
C 3.612 0.671 2.650 0.00
C 3.548 -0.244 1.614 -0.01
O 4.580 -1.045 1.216 0.00
C 5.840 -0.859 1.837 0.00
N 1.041 0.098 -1.477 0.00
C 0.944 0.864 -2.683 -0.01
C 0.049 0.549 -3.699 0.00
C 0.032 1.285 -4.876 0.00
C 0.924 2.330 -5.056 0.00
C 1.841 2.639 -4.062 0.00
C 1.858 1.909 -2.885 0.00
O 2.832 2.175 -1.957 0.00
C 2.375 2.925 -0.838 0.00
H 5.119 1.440 -5.176 0.00
H 5.880 -0.103 -5.630 0.00
H 6.463 0.799 -4.203 0.00
H 6.946 -1.475 -4.089 0.00
H 7.318 -3.610 -2.940 0.00
H 5.508 -4.656 -1.623 0.00
H 3.293 -3.540 -1.495 0.00
H 2.416 -0.657 -3.404 0.00
H 3.332 -1.748 -0.276 0.00
H 0.466 1.886 2.459 0.00
H 2.522 2.177 3.708 0.00
H 4.512 0.803 3.231 0.00
H 5.801 -1.142 2.891 0.00
H 6.170 0.178 1.750 0.00
H 6.535 -1.506 1.311 0.00
H -0.635 -0.273 -3.548 0.00
H -0.682 1.038 -5.650 0.00
H 0.910 2.903 -5.974 0.00
H 2.563 3.437 -4.186 0.00
H 3.156 2.876 -0.081 0.00
H 1.463 2.496 -0.421 0.00
H 2.205 3.967 -1.128 0.00
C -0.158 -0.814 4.046 0.00
C -0.351 -1.843 2.996 0.01
N -0.353 -1.699 1.679 0.01
C -0.523 -2.952 1.146 0.04
C -0.610 -3.873 2.142 0.01
N -0.509 -3.147 3.296 0.00
C -0.770 -5.348 2.221 0.00
O -0.819 -6.004 1.084 0.00
O -0.818 -5.870 3.310 0.00
C -0.586 -3.093 -0.316 0.00
O -0.715 -4.193 -0.842 0.02
O -0.463 -1.976 -0.942 -0.01
H -0.703 0.094 3.810 0.00
H 0.897 -0.550 4.126 0.00
H -0.506 -1.194 5.006 0.00
H -0.544 -3.571 4.211 0.00
H -0.738 -5.387 0.293 0.00
```

Computed properties:
- multiplicity = 2
- orbital gap (alpha / beta) (eV) = 8.08 / 7.01
- charge = 0
- energy relative to the best compared isomer or geometry (same formula, charge and spin) (eV) = 0.0000

***

3.
Molecular formula: C36H36BrClCuN4O4Se
Method: DFT, ωB97M-V with the def2-TZVPD basis set

```
84
Properties=species:S:1:pos:R:3:mulliken_spin:R:1
Cu -0.588 -1.343 1.882 0.75
O 1.372 -1.425 1.330 0.06
C 1.853 -2.451 0.726 0.01
C 3.126 -2.983 1.075 0.02
C 3.670 -4.061 0.412 -0.01
C 2.996 -4.667 -0.658 0.01
C 1.757 -4.172 -1.020 -0.01
C 1.163 -3.097 -0.349 -0.03
C -0.192 -2.712 -0.702 0.01
N -0.943 -1.948 -0.007 0.07
N -2.215 -1.710 -0.471 -0.01
C -3.057 -1.669 0.551 0.01
O -2.788 -1.961 1.745 0.02
C -4.453 -1.249 0.202 0.00
C -5.291 -0.811 1.218 0.00
C -6.586 -0.398 0.935 0.00
C -7.062 -0.434 -0.370 0.00
C -6.229 -0.885 -1.390 0.00
C -4.931 -1.287 -1.107 0.00
H 3.647 -2.509 1.899 0.00
H 4.631 -4.455 0.728 0.00
H 3.428 -5.515 -1.177 0.00
H 1.207 -4.636 -1.837 0.00
H -0.634 -3.168 -1.590 0.02
H -4.896 -0.784 2.227 0.00
H -7.229 -0.043 1.732 0.00
H -8.069 -0.103 -0.595 0.00
H -6.597 -0.919 -2.410 0.00
H -4.262 -1.622 -1.888 0.00
C 1.910 3.383 -4.165 0.00
C 2.409 2.012 -4.647 0.00
C 1.623 0.819 -4.087 0.00
C 1.929 0.447 -2.640 0.00
N 1.818 1.541 -1.686 0.00
C 0.633 1.974 -1.126 0.00
Se -1.011 1.467 -1.679 0.00
N 0.977 2.863 -0.140 0.00
C 0.084 3.430 0.881 -0.01
C -0.961 4.397 0.329 0.00
C -0.398 5.542 -0.512 0.00
C 0.455 6.530 0.287 0.00
C 2.357 3.000 -0.092 0.00
C 3.186 3.773 0.705 0.00
C 4.557 3.706 0.479 0.00
C 5.084 2.884 -0.515 0.00
C 4.252 2.093 -1.303 0.00
C 2.890 2.162 -1.070 0.00
H 2.251 4.176 -4.837 0.00
H 2.274 3.621 -3.164 0.00
H 0.817 3.401 -4.134 0.00
H 3.475 1.901 -4.412 0.00
H 2.320 1.978 -5.737 0.00
H 1.841 -0.071 -4.686 0.00
H 0.554 1.018 -4.168 0.00
H 2.945 0.061 -2.558 0.00
H 1.241 -0.335 -2.315 0.00
H 0.731 3.924 1.604 0.00
H -0.410 2.591 1.404 0.00
H -1.508 4.795 1.194 0.00
H -1.672 3.825 -0.263 0.00
H -1.232 6.082 -0.971 0.00
H 0.199 5.121 -1.329 0.00
H -0.112 6.938 1.130 0.00
H 0.781 7.366 -0.338 0.00
H 1.351 6.045 0.685 0.00
H 2.790 4.404 1.490 0.00
H 5.226 4.304 1.085 0.00
H 6.155 2.856 -0.674 0.00
H 4.665 1.447 -2.067 0.00
Br -3.313 -7.618 2.526 0.00
C -2.285 -6.096 3.069 0.00
C -2.397 -5.646 4.375 0.00
C -1.624 -4.561 4.767 0.00
C -0.773 -3.922 3.869 0.00
C -0.694 -4.393 2.568 0.00
C -1.444 -5.489 2.158 0.00
C 0.061 -2.752 4.375 0.01
O 0.716 -2.955 5.403 0.00
O -0.002 -1.665 3.711 0.05
H -3.061 -6.138 5.073 0.00
H -1.668 -4.199 5.787 0.00
H -0.030 -3.915 1.853 0.00
H -1.374 -5.860 1.145 0.00
Cl -1.415 0.755 2.271 0.02
```

Computed properties:
- multiplicity = 2
- orbital gap (alpha / beta) (eV) = 6.07 / 6.12
- charge = -2
- energy relative to the best compared isomer or geometry (same formula, charge and spin) (eV) = 1.5772